Density functional theory data (ωB97M-V with the def2-TZVPD basis set) for an isolated molecule of C3H8N2OS in a non-equilibrium geometry.

Each atom is followed by the atoms it is bonded to, with distances in Å.
Geometry (Å):
1 C -2.15984 0.24219 -0.87353  H4 1.055, H5 1.117, H6 1.153, O14 1.457
2 C -0.78852 -0.78452 0.95451  H7 1.058, H8 1.133, O14 1.380, S15 1.819
3 C 1.57897 0.18265 -0.08456  N12 1.348, N13 1.208, S15 1.817
4 H -2.98869 -0.40281 -0.77594  C1 1.055
5 H -1.47710 -0.20880 -1.63339  C1 1.117
6 H -2.67815 1.27200 -0.88474  C1 1.153
7 H -1.39291 -1.57683 1.31135  C2 1.058
8 H -0.19032 -0.29542 1.78293  C2 1.133
9 H 3.20029 -0.89077 -0.74155  N12 1.002
10 H 3.50080 0.90634 -0.03045  N12 1.180
11 H 0.26263 1.43839 0.60345  N13 0.974
12 N 2.89224 -0.08423 -0.23246  C3 1.348, H9 1.002, H10 1.180
13 N 1.17833 1.24179 0.33486  C3 1.208, H11 0.974
14 O -1.49142 0.27614 0.42105  C1 1.457, C2 1.380
15 S 0.55369 -1.31613 -0.15153  C2 1.819, C3 1.817

Calculated values
HOMO energy = -9.1 eV
Energy above the lowest of the compared OMol25 structures with the same formula, charge and spin = 67.0 kcal per mole
Energy = -701.9707 hartree
Kohn-Sham gap = 9.9 eV